# C17H38N5O7V

A structure of composition C17H38N5O7V (ωB97M-V/def2-TZVPD, OMol25).

Last column: Löwdin spin population.
Atoms and positions in Å:
V1 0.83 0.41 0.05  2.776
C1 3.65 3.08 1.71  0.002
C2 2.63 2.07 1.26  0.015
O1 1.48 2.04 1.77  0.030
O2 2.88 1.35 0.25  0.017
H1 3.50 3.36 2.75  0.001
H2 3.59 3.96 1.06  0.000
H3 4.68 2.76 1.55  0.001
C3 -1.03 -0.85 2.68  0.006
O3 -0.46 -0.27 1.77  0.017
N1 -2.17 -0.44 3.22  0.004
C4 -2.95 -1.28 4.12  0.000
C5 -2.82 0.81 2.89  0.000
H4 -0.56 -1.72 3.15  0.001
H5 -2.97 -0.95 5.16  0.000
H6 -2.60 -2.31 4.14  0.000
H7 -3.96 -1.32 3.71  0.000
H8 -3.72 0.67 2.30  0.000
H9 -3.13 1.33 3.80  0.000
H10 -2.09 1.51 2.47  0.000
C6 1.59 -0.08 -3.12  0.008
O4 1.47 0.46 -2.04  0.017
N2 0.68 -0.02 -4.10  0.006
C7 0.86 -0.81 -5.30  0.001
C8 -0.56 0.70 -3.99  0.000
H11 2.44 -0.71 -3.42  0.001
H12 1.90 -0.94 -5.59  0.000
H13 0.36 -0.31 -6.14  0.000
H14 0.41 -1.80 -5.23  0.000
H15 -1.42 0.02 -4.05  0.000
H16 -0.65 1.25 -3.06  0.000
H17 -0.60 1.44 -4.79  0.000
C9 2.58 -2.47 0.63  0.006
O5 2.11 -1.41 0.27  0.015
N3 3.19 -2.65 1.80  0.006
C10 3.84 -3.93 2.10  0.001
C11 3.26 -1.61 2.82  0.001
H18 2.53 -3.41 0.06  0.000
H19 3.62 -4.10 3.16  0.000
H20 4.92 -3.92 1.93  0.000
H21 3.35 -4.72 1.55  0.000
H22 2.89 -0.66 2.44  0.000
H23 2.58 -1.92 3.62  0.000
H24 4.28 -1.51 3.17  0.000
C12 -1.14 -2.14 -0.81  0.004
O6 -0.49 -1.11 -0.89  0.013
N4 -2.45 -2.19 -0.58  0.003
C13 -3.16 -3.45 -0.53  0.000
C14 -3.22 -1.00 -0.33  0.000
H25 -0.66 -3.12 -0.91  0.000
H26 -2.50 -4.31 -0.66  0.000
H27 -4.01 -3.45 -1.20  0.000
H28 -3.53 -3.62 0.49  0.000
H29 -4.03 -0.95 -1.07  0.000
H30 -3.77 -1.01 0.62  0.000
H31 -2.62 -0.10 -0.39  0.000
C15 -1.45 2.59 -0.75  0.008
O7 -0.94 1.57 -0.31  0.017
N5 -0.80 3.62 -1.30  0.007
C16 -1.54 4.77 -1.78  0.001
C17 0.66 3.66 -1.42  0.007
H32 -2.54 2.75 -0.74  0.000
H33 -2.21 5.22 -1.04  0.000
H34 -2.17 4.54 -2.64  0.000
H35 -0.88 5.59 -2.03  0.000
H36 0.93 3.76 -2.47  0.000
H37 1.02 4.51 -0.85  0.000
H38 1.12 2.77 -1.00  0.004

## Properties
- 2S+1 = 4
- ΔE to the lowest compared entry with this formula, charge and spin (kcal/mol) = 0.0
- charge = +1
- frontier orbital gap (spin up / spin down) (Ha) = 0.2534 / 0.3285
- LUMO (spin up / spin down) (eV) = -1.8931 / -1.8951
- calculated total energy (Eh) = -2414.94209



# C17H38O5S

A cluster of 3 separate species, C17H38O5S in total (ωB97M-V/def2-TZVPD, OMol25).

Last column: natural (NBO) charge in e.
Atoms and positions in Å:
C1 3.43 1.16 -0.61  -0.614
C2 4.48 0.06 -0.66  -0.389
C3 4.04 -1.15 -1.49  -0.394
C4 2.84 -1.88 -0.88  -0.406
C5 2.79 -3.36 -1.24  -0.376
C6 1.48 -4.04 -0.86  -0.401
C7 1.09 -3.91 0.62  -0.401
C8 0.29 -2.66 1.01  -0.398
C9 -1.07 -2.54 0.33  -0.404
C10 -1.67 -1.14 0.53  -0.214
C11 -3.20 -1.12 0.50  -0.439
C12 -3.70 -1.58 -0.85  -0.066
O1 -3.42 -0.60 -1.86  -0.718
S1 -2.00 0.08 -2.04  2.386
O2 -1.31 -0.63 -3.08  -0.931
O3 -2.27 1.47 -2.21  -0.959
C13 -1.10 -0.15 -0.50  -0.697
H1 3.43 1.74 -1.53  0.201
H2 3.60 1.83 0.23  0.224
H3 2.42 0.75 -0.48  0.195
H4 5.41 0.46 -1.07  0.200
H5 4.71 -0.29 0.35  0.191
H6 3.76 -0.79 -2.49  0.199
H7 4.87 -1.85 -1.62  0.199
H8 1.91 -1.42 -1.22  0.189
H9 2.86 -1.75 0.21  0.192
H10 3.62 -3.89 -0.78  0.192
H11 2.92 -3.43 -2.33  0.202
H12 0.68 -3.67 -1.51  0.196
H13 1.57 -5.11 -1.08  0.208
H14 2.00 -3.93 1.22  0.205
H15 0.51 -4.79 0.92  0.202
H16 0.13 -2.68 2.09  0.203
H17 0.87 -1.76 0.80  0.201
H18 -0.97 -2.75 -0.73  0.204
H19 -1.76 -3.30 0.72  0.202
H20 -1.34 -0.77 1.51  0.221
H21 -3.54 -0.09 0.65  0.236
H22 -3.63 -1.73 1.29  0.223
H23 -4.78 -1.71 -0.87  0.207
H24 -3.25 -2.53 -1.16  0.187
H25 -1.03 0.85 -0.08  0.284
H26 -0.12 -0.48 -0.84  0.254
C14 0.33 4.51 1.59  -0.637
C15 0.93 3.22 1.07  -0.055
O4 1.78 2.60 2.03  -0.726
H27 1.12 5.21 1.88  0.213
H28 -0.29 4.98 0.83  0.211
H29 -0.29 4.32 2.47  0.195
H30 1.56 3.41 0.20  0.178
H31 0.14 2.53 0.76  0.163
H32 1.26 2.40 2.81  0.460
C16 -4.44 3.82 0.88  -0.634
C17 -2.96 3.61 1.11  -0.055
O5 -2.49 2.40 0.53  -0.764
H33 -5.02 2.99 1.28  0.208
H34 -4.78 4.74 1.36  0.213
H35 -4.65 3.90 -0.19  0.208
H36 -2.75 3.52 2.18  0.170
H37 -2.39 4.46 0.73  0.158
H38 -2.64 2.42 -0.43  0.497

## Properties
- SMILES = CCCCCCCCC[C@@H]1CCOS(=O)(=O)C1.CCO.CCO
- frontier orbital gap (Ha) = 0.3999
- LUMO (eV) = 0.6102
- calculated total energy (Eh) = -1444.90277



# C17H39Cl2F2NO10P2S

A cluster of 3 separate species, C17H39Cl2F2NO10P2S in total (ωB97M-V/def2-TZVPD, OMol25).

Last column: Löwdin charge in e.
Atoms and positions in Å:
C1 -0.80 -2.06 3.26  -0.096
C2 -1.36 -0.66 3.00  -0.747
Cl1 -2.00 0.13 4.46  0.658
C3 -2.31 -0.63 1.79  -0.705
Cl2 -2.60 1.04 1.21  0.734
N1 -3.52 -1.43 1.86  -0.171
C4 -4.75 -1.01 2.58  -0.399
C5 -5.15 -1.99 3.70  -0.013
F1 -4.67 0.24 3.09  -0.014
S1 -3.46 -2.93 1.25  0.586
O1 -2.69 -2.94 0.06  -0.220
O2 -3.16 -3.92 2.21  -0.228
F2 -4.96 -3.11 0.88  -0.110
H1 -1.27 -2.55 4.11  0.075
H2 -0.84 -2.66 2.36  0.067
H3 0.26 -1.92 3.49  0.083
H4 -0.52 -0.05 2.67  0.088
H5 -1.70 -1.05 1.00  0.094
H6 -5.58 -1.02 1.86  0.142
H7 -5.96 -2.64 3.38  0.084
H8 -4.29 -2.53 4.09  0.075
H9 -5.53 -1.38 4.52  0.089
C6 6.84 -5.05 2.51  -0.074
C7 5.59 -4.70 1.73  -0.274
O3 4.92 -3.56 2.27  -0.180
P1 5.25 -2.06 1.77  0.460
O4 5.68 -2.11 0.37  -0.224
O5 3.78 -1.40 1.74  -0.197
C8 3.23 -0.85 0.54  -0.282
C9 2.36 -1.86 -0.17  -0.068
O6 5.54 -1.37 3.18  -0.164
C10 6.64 -1.79 3.99  -0.262
C11 7.99 -1.49 3.37  -0.077
H10 7.56 -4.23 2.49  0.060
H11 7.32 -5.93 2.07  0.081
H12 6.60 -5.27 3.55  0.079
H13 5.83 -4.55 0.67  0.109
H14 4.88 -5.52 1.78  0.119
H15 4.01 -0.47 -0.12  0.106
H16 2.62 0.01 0.84  0.115
H17 2.91 -2.78 -0.39  0.076
H18 1.98 -1.46 -1.11  0.080
H19 1.51 -2.14 0.46  0.065
H20 6.54 -2.85 4.24  0.101
H21 6.54 -1.25 4.93  0.122
H22 8.08 -1.96 2.38  0.066
H23 8.80 -1.84 4.00  0.084
H24 8.10 -0.41 3.22  0.083
C12 -1.57 5.65 -6.07  -0.075
C13 -1.88 5.77 -4.59  -0.276
O7 -3.07 5.06 -4.23  -0.179
P2 -3.02 3.51 -3.76  0.462
O8 -1.72 3.25 -3.12  -0.224
O9 -4.10 3.50 -2.57  -0.191
C14 -3.75 3.11 -1.24  -0.315
C15 -3.41 4.32 -0.40  -0.074
O10 -4.10 2.90 -4.77  -0.164
C16 -3.88 2.92 -6.18  -0.263
C17 -2.73 2.03 -6.61  -0.077
H25 -1.42 4.61 -6.36  0.060
H26 -0.67 6.22 -6.31  0.081
H27 -2.39 6.05 -6.67  0.079
H28 -1.03 5.44 -4.00  0.109
H29 -2.06 6.81 -4.34  0.119
H30 -2.93 2.39 -1.25  0.067
H31 -4.62 2.60 -0.82  0.112
H32 -2.62 4.91 -0.85  0.076
H33 -3.09 4.02 0.60  0.060
H34 -4.28 4.97 -0.30  0.078
H35 -3.76 3.94 -6.53  0.101
H36 -4.81 2.55 -6.63  0.122
H37 -1.80 2.33 -6.11  0.066
H38 -2.58 2.09 -7.69  0.084
H39 -2.92 0.99 -6.34  0.083

## Properties
- SMILES = C[C@H](Cl)[C@H](Cl)N([C@@H](C)F)S(=O)(=O)F.CCOP(=O)(OCC)OCC.CCOP(=O)(OCC)OCC
- ΔE to the lowest compared entry with this formula, charge and spin (kcal/mol) = 0.0
- frontier orbital gap (Ha) = 0.4018
- LUMO (eV) = 0.6084
- calculated total energy (Eh) = -3679.45766



Look up the calculated total energy of the first one. -2414.94209 Eh



Which value of calculated total energy does entry 3 give? -3679.45766 Eh



What is the calculated total energy in the third record? -3679.45766 Eh



What did the first record say?
# C17H38N5O7V

A structure of composition C17H38N5O7V (ωB97M-V/def2-TZVPD, OMol25).

Last column: Löwdin spin population.
Atoms and positions in Å:
V1 0.83 0.41 0.05  2.776
C1 3.65 3.08 1.71  0.002
C2 2.63 2.07 1.26  0.015
O1 1.48 2.04 1.77  0.030
O2 2.88 1.35 0.25  0.017
H1 3.50 3.36 2.75  0.001
H2 3.59 3.96 1.06  0.000
H3 4.68 2.76 1.55  0.001
C3 -1.03 -0.85 2.68  0.006
O3 -0.46 -0.27 1.77  0.017
N1 -2.17 -0.44 3.22  0.004
C4 -2.95 -1.28 4.12  0.000
C5 -2.82 0.81 2.89  0.000
H4 -0.56 -1.72 3.15  0.001
H5 -2.97 -0.95 5.16  0.000
H6 -2.60 -2.31 4.14  0.000
H7 -3.96 -1.32 3.71  0.000
H8 -3.72 0.67 2.30  0.000
H9 -3.13 1.33 3.80  0.000
H10 -2.09 1.51 2.47  0.000
C6 1.59 -0.08 -3.12  0.008
O4 1.47 0.46 -2.04  0.017
N2 0.68 -0.02 -4.10  0.006
C7 0.86 -0.81 -5.30  0.001
C8 -0.56 0.70 -3.99  0.000
H11 2.44 -0.71 -3.42  0.001
H12 1.90 -0.94 -5.59  0.000
H13 0.36 -0.31 -6.14  0.000
H14 0.41 -1.80 -5.23  0.000
H15 -1.42 0.02 -4.05  0.000
H16 -0.65 1.25 -3.06  0.000
H17 -0.60 1.44 -4.79  0.000
C9 2.58 -2.47 0.63  0.006
O5 2.11 -1.41 0.27  0.015
N3 3.19 -2.65 1.80  0.006
C10 3.84 -3.93 2.10  0.001
C11 3.26 -1.61 2.82  0.001
H18 2.53 -3.41 0.06  0.000
H19 3.62 -4.10 3.16  0.000
H20 4.92 -3.92 1.93  0.000
H21 3.35 -4.72 1.55  0.000
H22 2.89 -0.66 2.44  0.000
H23 2.58 -1.92 3.62  0.000
H24 4.28 -1.51 3.17  0.000
C12 -1.14 -2.14 -0.81  0.004
O6 -0.49 -1.11 -0.89  0.013
N4 -2.45 -2.19 -0.58  0.003
C13 -3.16 -3.45 -0.53  0.000
C14 -3.22 -1.00 -0.33  0.000
H25 -0.66 -3.12 -0.91  0.000
H26 -2.50 -4.31 -0.66  0.000
H27 -4.01 -3.45 -1.20  0.000
H28 -3.53 -3.62 0.49  0.000
H29 -4.03 -0.95 -1.07  0.000
H30 -3.77 -1.01 0.62  0.000
H31 -2.62 -0.10 -0.39  0.000
C15 -1.45 2.59 -0.75  0.008
O7 -0.94 1.57 -0.31  0.017
N5 -0.80 3.62 -1.30  0.007
C16 -1.54 4.77 -1.78  0.001
C17 0.66 3.66 -1.42  0.007
H32 -2.54 2.75 -0.74  0.000
H33 -2.21 5.22 -1.04  0.000
H34 -2.17 4.54 -2.64  0.000
H35 -0.88 5.59 -2.03  0.000
H36 0.93 3.76 -2.47  0.000
H37 1.02 4.51 -0.85  0.000
H38 1.12 2.77 -1.00  0.004

## Properties
- 2S+1 = 4
- ΔE to the lowest compared entry with this formula, charge and spin (kcal/mol) = 0.0
- charge = +1
- frontier orbital gap (spin up / spin down) (Ha) = 0.2534 / 0.3285
- LUMO (spin up / spin down) (eV) = -1.8931 / -1.8951
- calculated total energy (Eh) = -2414.94209